1.
The following is a quantum chemistry calculation of the molecule C3H4NOP in a non-equilibrium geometry, from the OMol25 dataset.

Summary:
HOMO-LUMO gap ... 8.772 eV
Relative energy (zero: lowest compared OMol25 entry of this formula, charge and spin) ... 48.3 kcal/mol

The geometry in ORCA input format:
```
! RIJCOSX wB97M-V def2-TZVPD def2/J DEFGRID3
* xyz 0 1
C -0.76 0.49 -0.20
C 0.26 1.34 -0.20
C -0.54 -0.91 0.30
N 1.81 -0.79 -0.06
O 0.66 -1.47 -0.23
P 1.95 0.76 0.18
H -1.74 0.74 -0.59
H 0.16 2.35 -0.59
H -0.47 -0.92 1.40
H -1.33 -1.59 -0.02
*
```

2.
The following is a quantum chemistry calculation of the molecule C5H15N3 in a non-equilibrium geometry, from the OMol25 dataset.

Summary:
HOMO-LUMO gap ... 9.647 eV
Relative energy (zero: lowest compared OMol25 entry of this formula, charge and spin) ... 23.3 kcal/mol

The geometry in ORCA input format:
```
! RIJCOSX wB97M-V def2-TZVPD def2/J DEFGRID3
* xyz 0 1
N -1.82 1.94 0.17
C -0.40 2.21 -0.10
C 0.38 2.53 1.17
C 0.18 0.99 -0.83
N -0.33 -0.24 -0.27
C 0.63 -1.35 -0.20
C -0.14 -2.69 -0.22
N 0.70 -3.87 0.00
H -1.90 1.27 0.93
H -2.32 2.77 0.44
H -0.45 3.06 -0.78
H 0.52 1.62 1.75
H 1.41 2.85 0.96
H -0.12 3.31 1.73
H 1.27 0.93 -0.74
H 0.01 1.12 -1.90
H -1.20 -0.58 -0.64
H 1.25 -1.25 0.69
H 1.23 -1.36 -1.12
H -0.53 -2.74 -1.23
H -0.96 -2.69 0.47
H 1.10 -4.18 -0.88
H 1.48 -3.67 0.61
*
```

3.
The following is a quantum chemistry calculation of a structure of composition C39H54BN13O2S3W, from the OMol25 dataset.

Summary:
HOMO-LUMO gap (alpha / beta) ... 6.706 / 6.783 eV
⟨S²⟩ ... 2.02

The geometry in ORCA input format:
```
! RIJCOSX wB97M-V def2-TZVPD def2/J DEFGRID3
* xyz 2 3
W -0.05 -0.18 0.92
O 3.65 -0.37 2.90
C 2.76 -0.36 2.10
N 1.50 0.21 2.25
C 1.34 1.18 3.24
O 2.19 1.78 3.82
C -0.12 1.38 3.52
C -0.53 2.08 4.63
C -1.88 2.08 4.95
C -2.75 1.37 4.13
C -2.26 0.74 3.01
N -0.95 0.74 2.69
C 2.88 -1.06 0.78
C 4.09 -1.61 0.40
C 4.18 -2.22 -0.84
C 3.05 -2.25 -1.64
C 1.87 -1.70 -1.17
N 1.77 -1.12 0.03
H 0.22 2.58 5.23
H -2.24 2.60 5.83
H -3.81 1.32 4.35
H -2.93 0.24 2.33
H 4.92 -1.53 1.09
H 5.11 -2.66 -1.17
H 3.06 -2.70 -2.62
H 0.98 -1.74 -1.77
C 4.62 2.53 0.10
C 4.66 2.39 -1.41
C 5.86 1.52 -1.79
C 4.75 3.76 -2.07
N 3.41 1.72 -1.96
C 3.40 1.19 -3.24
C 2.15 0.78 -3.52
N 1.37 1.09 -2.41
B -0.08 0.85 -2.07
N -0.82 2.18 -1.98
C -0.60 3.36 -2.66
C -1.34 4.31 -2.06
N -2.00 3.72 -0.99
C -1.66 2.42 -0.97
S -2.19 1.17 0.12
C -2.89 4.44 -0.01
C -2.23 4.36 1.37
C -4.28 3.81 -0.03
C -2.99 5.90 -0.42
N -0.83 -0.21 -2.86
C -1.17 -0.18 -4.20
C -1.88 -1.28 -4.47
N -2.01 -2.00 -3.29
C -1.37 -1.33 -2.31
S -1.27 -1.85 -0.66
C -2.70 -3.35 -3.17
C -3.77 -3.29 -2.07
C -3.38 -3.65 -4.50
C -1.64 -4.40 -2.89
C 2.16 1.65 -1.45
S 1.53 2.15 0.07
H 5.60 2.89 0.42
H 4.43 1.58 0.61
H 3.88 3.25 0.44
H 6.75 1.92 -1.31
H 6.06 1.51 -2.86
H 5.72 0.49 -1.44
H 5.64 4.28 -1.70
H 3.88 4.37 -1.82
H 4.84 3.69 -3.15
H 4.28 1.17 -3.86
H 1.74 0.33 -4.40
H -0.06 0.42 -0.95
H 0.09 3.43 -3.49
H -1.45 5.35 -2.30
H -2.12 3.33 1.71
H -2.86 4.89 2.09
H -1.25 4.84 1.36
H -4.26 2.76 0.26
H -4.72 3.89 -1.02
H -4.91 4.34 0.68
H -2.03 6.41 -0.41
H -3.64 6.41 0.30
H -3.45 6.02 -1.40
H -0.89 0.64 -4.84
H -2.33 -1.60 -5.39
H -4.27 -2.33 -2.06
H -3.35 -3.47 -1.08
H -4.51 -4.06 -2.27
H -4.13 -2.90 -4.76
H -3.89 -4.61 -4.40
H -2.67 -3.76 -5.32
H -1.12 -4.21 -1.96
H -0.91 -4.44 -3.71
H -2.12 -5.38 -2.82
C 0.51 -3.25 1.79
N 0.33 -4.45 2.58
C -1.09 -4.82 2.58
N -1.92 -3.76 3.16
C -1.76 -2.57 2.37
N -0.32 -2.08 2.31
C 0.11 -1.90 3.76
N -0.06 -3.10 4.54
C 0.75 -4.18 3.96
C -1.46 -3.50 4.53
H 0.22 -3.43 0.76
H 1.56 -2.96 1.83
H -1.21 -5.73 3.16
H -1.41 -5.02 1.55
H -2.35 -1.77 2.82
H -2.11 -2.75 1.37
H -0.50 -1.11 4.19
H 1.16 -1.60 3.77
H 0.62 -5.08 4.55
H 1.80 -3.89 3.97
H -2.07 -2.71 4.97
H -1.59 -4.41 5.12
*
```